(1)
ORCA calculation (the ωB97M-V functional and the def2-TZVPD basis) on a cluster of 6 separate species, C27H49NO25S6 in total at a distorted geometry.

Geometry (Å):
S 3.253 -1.904 8.031
S -1.426 9.297 -2.970
S -1.308 -3.354 -4.165
S -4.135 -0.523 0.063
S -3.509 -4.642 -9.935
S -5.076 5.978 -0.753
O 1.356 -4.887 -0.322
O -2.802 -5.539 -10.819
O -1.035 -2.554 -2.991
O 4.445 -2.447 9.003
O -0.978 10.139 -4.056
O 1.505 1.491 -2.185
O -5.995 5.756 -2.082
O -0.065 -4.388 -4.376
O 2.111 -1.722 9.179
O -5.456 7.227 -0.134
O -2.439 -4.461 -3.773
O 1.642 2.356 0.152
O 3.624 -0.591 7.551
O -3.650 6.193 -1.515
O 1.590 -1.976 1.923
O -0.114 8.621 -2.275
O -4.898 -4.821 -9.577
O -2.436 8.277 -3.130
O 2.855 -2.979 7.153
O -2.647 -4.483 -8.560
O 0.954 4.286 -1.113
O -3.316 -3.118 -10.483
O -5.018 4.727 -0.031
O -1.852 10.259 -1.724
O -1.649 -2.781 -5.446
N 2.702 -2.659 -0.518
C -2.881 -1.946 -0.031
C -3.779 5.762 -2.868
C 1.585 -3.601 -0.046
C 0.696 -2.524 0.873
C 5.033 -2.808 5.177
C 2.974 0.061 -0.645
C -0.412 -5.652 -3.814
C 1.995 1.387 -0.920
C -0.995 3.241 0.178
C 4.090 -2.190 10.360
C -1.965 -3.230 -8.569
C -1.070 9.927 -0.578
C 0.574 -1.350 -0.310
C 2.086 -3.031 2.820
C 0.578 3.275 -0.281
C 2.568 -2.299 10.401
C 1.668 -0.933 4.520
C 2.092 -1.302 -0.926
C -1.922 -5.771 -4.002
C 2.580 -2.280 4.229
C 4.584 -0.376 4.229
C 0.246 9.383 -1.126
C -2.827 -2.302 -9.421
C 4.180 -1.970 4.046
C -0.789 -3.014 1.386
C -1.946 -1.829 1.317
C -5.227 6.059 -3.246
H -1.489 2.180 0.189
H 2.248 -3.346 10.423
H -3.732 0.394 1.074
H 0.903 10.196 -1.452
H 2.377 -3.025 5.137
H -5.365 7.120 -3.478
H -3.065 6.286 -3.509
H -1.607 9.160 -0.010
H 5.763 -0.318 4.062
H 1.279 -3.814 3.158
H 0.774 8.759 -0.400
H -0.756 -3.347 2.532
H -1.168 3.703 1.261
H -1.602 3.903 -0.598
H 6.118 -2.965 4.733
H 2.985 -3.665 2.370
H -3.575 4.687 -2.901
H -2.663 -2.008 2.253
H 0.002 -0.362 -0.054
H 0.530 -1.243 4.421
H -3.486 -2.960 -0.027
H -0.980 -3.381 -9.024
H -5.565 5.455 -4.093
H 4.610 -3.898 5.370
H -0.923 10.808 0.052
H -2.170 -6.061 -5.028
H 3.554 -2.612 0.085
H -2.370 -6.485 -3.305
H -2.263 -1.454 -9.815
H -1.840 -2.856 -7.549
H 2.177 -1.384 -2.113
H -1.498 -0.741 1.484
H 0.134 -6.458 -4.309
H 2.139 -1.771 11.257
H 4.081 0.208 3.321
H 4.419 -1.176 10.609
H -3.689 -1.934 -8.854
H 1.856 -0.064 3.726
H 5.036 -2.172 6.177
H 4.581 -2.311 2.981
H -2.231 -1.926 -1.014
H 3.936 0.164 -1.309
H -0.054 -1.916 -1.122
H 1.794 -0.496 5.605
H 3.272 0.080 0.486
H -0.147 -5.632 -2.751
H 4.263 0.073 5.273
H 4.577 -2.904 11.028
H -1.118 -3.960 0.762

Computed properties:
- DFT total energy: -5382.55038 Eh
- HOMO energy: -9.01 eV
- Lowest unoccupied orbital energy: 0.0076 Eh
- Orbital gap: 9.22 eV
- SMILES: CC(=O)OC(=O)C[C@@H]1C[C@](CCCS)(OC[C@H](C)C(C)C)C(=O)N1.O=S1(=O)OCCO1.O=S1(=O)OCCO1.O=S1(=O)OCCO1.O=S1(=O)OCCO1.O=S1(=O)OCCO1
- Total charge: 0

(2)
ORCA calculation (the ωB97M-V functional and the def2-TZVPD basis) on a structure of composition C15H17MoN2Se3Te at a distorted geometry.

Geometry (Å):
Te 0.075 2.108 3.404
Mo -0.329 0.171 0.038
Se 2.039 0.177 0.719
Se -0.987 2.187 1.080
Se 1.692 0.144 3.034
N 0.186 0.302 -1.924
N -1.679 -1.100 -0.716
C -1.191 -1.533 2.015
C -2.801 -1.557 0.059
C -4.253 0.091 -2.276
C 1.118 0.827 -2.736
C -3.638 -2.043 2.253
C -4.370 -1.403 -1.957
C -1.259 -1.595 -1.880
C -0.266 -0.883 -2.543
C -5.094 -2.100 0.346
C -0.277 -2.720 1.722
C 1.284 0.030 -3.877
C 0.423 -1.047 -3.754
C -2.580 -1.693 1.432
C -4.064 -1.716 -0.508
C -4.893 -2.267 1.706
H -3.481 -2.144 3.320
H -1.247 -1.370 3.090
H 1.958 0.237 -4.692
H -5.718 -2.557 2.343
H -4.899 0.673 -1.618
H -0.722 -3.614 2.162
H -3.742 -1.982 -2.635
H -3.233 0.460 -2.157
H -0.154 -2.903 0.655
H -5.391 -1.727 -2.159
H -6.084 -2.246 -0.070
H 0.706 -2.570 2.165
H -0.700 -0.573 1.704
H -4.556 0.284 -3.305
H 1.626 1.743 -2.474
H -1.662 -2.518 -2.280
H 0.289 -1.861 -4.451

Computed properties:
- Multiplicity: 3
- DFT total energy: -8231.60156 Eh
- HOMO energy (spin up / spin down): -10.72 / -10.85 eV
- Lowest unoccupied orbital energy (spin up / spin down): -0.1893 / -0.1866 Eh
- Orbital gap (spin up / spin down): 5.57 / 5.77 eV
- Energy above the lowest of the compared OMol25 structures with the same formula, charge and spin: 21.9 kJ/mol
- Total charge: +1

(3)
ORCA calculation (the ωB97M-V functional and the def2-TZVPD basis) on a structure of composition C19H22BMnN8S2 at a distorted geometry.

Geometry (Å):
Mn 0.944 -0.139 0.355
S 2.574 -0.601 2.254
S -0.287 0.829 3.005
N 4.630 1.925 3.955
N -0.680 -0.652 -1.849
N -1.624 -1.350 0.354
N 1.296 3.729 4.708
N -0.612 0.847 0.007
N -0.409 -1.720 0.825
N 0.638 -0.723 -1.542
N 1.979 1.195 -0.026
C 2.786 -1.176 -2.632
C -1.959 -3.137 1.581
C 0.422 3.001 0.063
C -4.011 -1.991 0.437
C 1.252 2.720 4.159
C -0.679 2.171 -0.069
C 1.734 2.469 0.048
C -0.597 -2.813 1.568
C 1.303 -1.026 -2.644
C -2.032 2.796 -0.321
C -2.574 -2.177 0.797
C 1.186 1.442 3.458
C 2.415 0.822 3.150
C -2.204 -0.870 -3.778
C 0.527 -3.551 2.213
C 0.394 -1.158 -3.705
C 2.922 3.403 0.034
C 3.649 1.442 3.594
C -0.852 -0.903 -3.151
B -1.555 -0.154 -0.635
H 3.832 2.844 0.229
H 3.212 -0.729 -1.734
H 2.806 4.178 0.793
H 0.278 4.072 0.038
H 1.310 -2.865 2.524
H -2.887 -1.558 -3.279
H -2.648 0.124 -3.726
H -1.985 3.881 -0.230
H -2.671 0.154 -0.995
H -2.389 2.554 -1.323
H 0.952 -4.291 1.532
H -2.768 2.417 0.387
H -2.433 -3.954 2.097
H 3.233 -0.679 -3.494
H 3.011 3.900 -0.935
H 0.172 -4.077 3.101
H 0.616 -1.393 -4.731
H 3.078 -2.227 -2.671
H -4.164 -2.095 -0.638
H -4.376 -1.007 0.723
H -4.615 -2.743 0.943
H -2.136 -1.159 -4.826

Computed properties:
- Multiplicity: 2
- DFT total energy: -3147.58330 Eh
- HOMO energy (spin up / spin down): -3.51 / -3.47 eV
- Lowest unoccupied orbital energy (spin up / spin down): 0.0619 / 0.0519 Eh
- Orbital gap (spin up / spin down): 5.19 / 4.88 eV
- Total charge: -1

(4)
ORCA calculation (the ωB97M-V functional and the def2-TZVPD basis) on the molecule C24H36N4O5S at a distorted geometry.

Geometry (Å):
S 1.475 3.973 -0.214
O 1.883 3.542 1.088
O -1.972 -4.075 -1.315
O -2.544 4.706 -0.777
O 2.394 4.688 -1.050
O -0.858 -0.623 0.860
N -1.731 -3.182 0.757
N 0.678 -3.307 2.174
N -0.418 -0.822 -3.207
N 0.160 4.959 -0.002
C -0.403 -0.917 -4.655
C 0.015 0.303 -2.544
C 2.729 1.088 3.473
C -2.045 3.912 0.280
C 1.572 -3.567 1.064
C 1.748 -1.127 2.741
C 1.021 2.501 -2.510
C 0.376 1.469 -0.449
C -0.928 -1.851 -2.498
C -1.556 4.952 -1.752
C -0.866 -5.244 1.806
C 1.322 -2.516 3.214
C 0.919 2.530 -1.126
C -1.633 -3.158 -0.578
C 0.131 -4.538 2.727
C -0.094 0.350 -1.139
C 2.081 -0.217 3.922
C 0.577 1.404 -3.213
C -1.601 -0.200 -5.272
C -0.701 -0.738 -0.352
C -0.353 5.680 -1.142
C -1.079 -1.885 -1.147
C -0.849 4.586 0.962
C -2.087 -4.379 1.474
H 0.933 -0.694 2.161
H 2.765 -0.740 4.597
H 0.592 -2.391 4.020
H -2.769 -4.953 0.841
H -2.601 -4.087 2.393
H 1.053 -4.139 0.299
H 1.879 -2.623 0.620
H 1.468 3.343 -3.014
H 2.091 1.638 2.786
H 2.629 -1.199 2.100
H 2.198 -3.046 3.634
H -1.242 -2.723 -3.057
H -1.282 -2.437 1.283
H -1.208 -6.150 2.310
H 2.471 -4.125 1.371
H -1.755 2.923 -0.105
H 0.313 1.476 0.629
H 0.937 -5.249 2.988
H 0.535 -0.511 -5.039
H 3.672 0.890 2.967
H -1.599 0.857 -5.015
H 2.933 1.726 4.330
H -0.388 -5.545 0.874
H -0.390 -4.276 3.653
H -2.871 3.794 0.983
H -0.377 3.925 1.688
H -2.527 -0.640 -4.909
H -0.665 6.675 -0.807
H -0.438 -1.976 -4.919
H -1.187 5.497 1.469
H 1.168 0.000 4.481
H 0.463 5.780 -1.857
H -1.572 -0.296 -6.354
H -1.232 4.000 -2.202
H -2.035 5.569 -2.515
H 0.674 1.407 -4.286

Computed properties:
- DFT total energy: -1929.55883 Eh
- HOMO energy: -8.21 eV
- Lowest unoccupied orbital energy: -0.0081 Eh
- Orbital gap: 7.99 eV
- SMILES: CCCCN(C)CCCNC(=O)c1cn(CC)c2ccc(S(=O)(=O)N3CCOCC3)cc2c1=O
- Energy above the lowest of the compared OMol25 structures with the same formula, charge and spin: 4.1 kJ/mol
- Total charge: 0

(5)
ORCA calculation (the ωB97M-V functional and the def2-TZVPD basis) on a structure of composition C10H21CdN2O3Sb.

Geometry (Å):
Sb 0.128 -1.123 -0.246
Cd 0.045 1.629 -0.155
O -0.968 5.444 0.889
O 3.440 3.565 1.103
O 1.924 1.946 0.884
N -2.102 2.303 0.990
N 0.080 3.752 -0.283
C 2.349 3.173 0.732
C 0.727 -1.637 1.723
C 0.641 -3.115 2.085
C -1.511 -2.406 -0.626
C 1.420 4.214 0.063
C -2.066 -2.241 -2.036
C -2.269 3.564 0.214
C 1.618 -1.928 -1.526
C -0.965 4.371 0.292
C 1.720 -3.447 -1.565
H -2.900 -2.921 -2.212
H 1.736 -1.235 1.833
H 1.401 -1.525 -2.517
H -2.485 3.291 -0.821
H 0.915 -3.267 3.130
H -1.831 2.554 1.937
H -2.426 -1.227 -2.213
H 1.954 4.553 -0.828
H 2.555 -1.466 -1.209
H 0.096 -1.038 2.381
H 2.449 -3.762 -2.314
H 1.357 5.070 0.736
H -1.150 -3.421 -0.454
H 1.313 -3.727 1.484
H -2.987 1.816 1.066
H 2.041 -3.860 -0.610
H 0.771 -3.919 -1.825
H -2.268 -2.202 0.132
H -1.309 -2.456 -2.794
H -3.075 4.186 0.602
H -0.367 -3.511 1.956

Computed properties:
- DFT total energy: -1136.83158 Eh
- HOMO energy: -7.84 eV
- Lowest unoccupied orbital energy: -0.0032 Eh
- Orbital gap: 7.75 eV
- Total charge: 0

(6)
ORCA calculation (the ωB97M-V functional and the def2-TZVPD basis) on a structure of composition C21H39B2F7IN3O9P2S at a distorted geometry.

Geometry (Å):
I 3.280 -0.668 2.823
S -1.418 -1.693 2.341
P 0.331 2.709 4.678
P -0.643 1.025 3.652
F 7.534 0.155 -2.348
F -1.277 -2.564 -1.428
F -1.221 -2.367 3.846
F 6.405 1.707 -3.673
F -1.400 1.295 -1.676
F 6.706 -0.474 -4.433
F 8.536 0.956 -4.286
O 1.995 2.523 4.745
O 0.210 3.881 1.327
O -1.625 -2.841 1.459
O 0.342 3.202 -0.895
O 1.160 1.277 1.626
O -0.117 2.496 6.102
O -2.669 -0.965 2.419
O -0.157 4.220 4.263
O 3.745 0.768 -3.815
N 4.521 0.951 -1.533
N -2.491 -0.175 -0.445
N -0.129 0.808 1.907
C -3.509 0.135 -1.432
C 1.195 -1.306 2.814
C -2.578 3.290 1.907
C 3.610 0.491 -2.633
C 1.979 -3.513 3.984
C -0.307 -1.593 -1.925
C -4.808 -0.728 -1.025
C -0.916 1.455 0.808
C 1.464 -2.889 2.594
C 0.104 -0.709 1.815
C -2.381 1.991 1.087
C 2.419 -0.470 -2.175
C -4.645 -2.277 -1.296
C -0.762 -1.338 -3.388
C -2.726 4.379 2.405
C 1.272 0.370 -1.511
C 0.033 -0.441 -0.914
C 0.607 -1.183 0.393
C -4.351 -2.644 -2.812
C -1.198 0.495 -0.491
C -0.246 -0.164 -4.269
B 7.297 0.590 -3.689
B -0.148 2.851 0.377
H -1.897 -1.339 -3.422
H 2.895 -1.154 -1.394
H 0.930 -1.255 3.910
H -2.800 2.283 0.071
H -0.331 4.646 1.034
H 2.118 -1.143 -3.019
H -3.906 1.199 -1.437
H 0.594 -2.286 -1.971
H -5.112 -3.401 -3.139
H 0.491 -2.299 0.235
H -5.676 -0.353 -1.638
H 1.360 -3.140 4.841
H -4.442 -1.740 -3.474
H -0.405 0.883 -3.905
H 2.233 2.279 5.668
H 0.958 1.146 -2.272
H -0.144 3.957 -1.287
H 1.802 0.993 -0.723
H 1.779 -4.626 3.881
H 0.860 -0.250 -4.508
H -3.323 -0.126 -2.507
H -2.755 5.218 3.139
H -5.644 -2.750 -1.036
H -3.911 -2.714 -0.558
H -0.757 -0.225 -5.281
H -3.332 -3.106 -2.880
H 0.588 -3.504 2.293
H 1.609 1.659 2.411
H 3.086 -3.417 4.123
H 2.278 -3.075 1.829
H -5.074 -0.505 0.056
H 4.172 1.884 -1.286
H 1.736 -1.056 0.369
H -0.507 -2.289 -3.962
H -2.029 1.432 3.741
H 4.445 0.339 -0.716
H 0.660 4.771 4.211
H -3.120 1.273 1.519
H -2.524 -1.120 -0.093

Computed properties:
- DFT total energy: -3792.29384 Eh
- HOMO energy: -8.74 eV
- Lowest unoccupied orbital energy: -0.0893 Eh
- Orbital gap: 6.31 eV
- Total charge: 0

(7)
ORCA calculation (the ωB97M-V functional and the def2-TZVPD basis) on the molecule C13H16N2 at a distorted geometry.

Geometry (Å):
N -3.192 -2.162 0.080
N -0.595 -1.329 -1.284
C -1.627 1.894 0.518
C -3.357 0.110 1.041
C 2.924 1.263 0.104
C -2.908 1.484 1.225
C -1.146 -2.573 -1.339
C 2.991 -0.293 -0.157
C -2.419 -2.987 -0.677
C -0.879 0.928 -0.291
C 1.985 -1.164 0.700
C 1.466 1.875 0.177
C -1.367 -0.497 -0.477
C 0.473 1.396 -0.977
C -2.625 -0.894 0.189
H 2.409 -1.566 1.659
H 0.230 2.320 -1.588
H 3.527 1.598 1.002
H 3.432 1.758 -0.785
H 2.899 -0.571 -1.249
H 0.892 0.607 -1.653
H 1.006 -0.667 0.931
H -4.304 -0.190 1.558
H -2.781 -4.039 -0.822
H 1.552 2.998 0.158
H 4.034 -0.624 0.150
H -0.608 -3.343 -1.955
H 1.728 -2.072 0.071
H -3.455 2.221 1.869
H -1.296 2.950 0.662
H 1.011 1.570 1.161

Computed properties:
- DFT total energy: -614.39684 Eh
- HOMO energy: -8.57 eV
- Lowest unoccupied orbital energy: -0.0176 Eh
- Orbital gap: 8.09 eV
- SMILES: CCCCCc1cccc2nccnc12
- Energy above the lowest of the compared OMol25 structures with the same formula, charge and spin: 241.5 kJ/mol
- Total charge: 0

(8)
ORCA calculation (the ωB97M-V functional and the def2-TZVPD basis) on a structure of composition C10H14BClN6Tc at a distorted geometry.

Geometry (Å):
Tc 0.058 -1.375 0.022
Cl -0.395 -3.431 -0.816
N -1.267 1.010 -1.022
N 1.317 -0.671 -1.398
N 0.650 0.240 1.270
N 0.586 1.462 0.632
N 1.192 0.681 -1.764
N -1.498 -0.299 -0.608
C 0.948 2.414 1.520
C 0.988 0.428 2.577
C -2.445 1.522 -1.417
C 2.079 0.939 -2.756
C -0.790 -2.712 3.044
C 2.259 -1.237 -2.214
C 1.204 1.818 2.765
C -3.449 0.567 -1.277
C 2.770 -0.252 -3.090
C -2.830 -0.572 -0.740
B 0.194 1.566 -0.894
H 1.500 2.299 3.687
H -2.535 2.531 -1.768
H 2.487 -2.290 -2.105
H 3.524 -0.414 -3.857
H -3.211 -1.540 -0.488
H -1.291 -2.328 2.086
H 0.295 -2.706 2.901
H 0.223 2.742 -1.235
H -4.492 0.641 -1.516
H -1.107 -3.756 3.215
H 2.186 1.952 -3.142
H -1.195 -2.231 3.965
H 0.981 3.437 1.198
H 1.063 -0.437 3.225

Computed properties:
- Multiplicity: 4
- DFT total energy: -1283.21769 Eh
- HOMO energy (spin up / spin down): -16.09 / -15.71 eV
- Lowest unoccupied orbital energy (spin up / spin down): -0.2773 / -0.4502 Eh
- Orbital gap (spin up / spin down): 8.55 / 3.46 eV
- Energy above the lowest of the compared OMol25 structures with the same formula, charge and spin: 0.0 kJ/mol
- Total charge: +2

(9)
ORCA calculation (the ωB97M-V functional and the def2-TZVPD basis) on a cluster of 2 separate species, C11H15N in total at a distorted geometry.

Geometry (Å):
N -0.354 2.696 -1.187
C -0.938 0.807 -2.721
C 2.522 -3.493 3.507
C -0.065 2.774 0.069
C -0.819 1.419 -1.506
C -0.918 -0.739 -0.395
C 2.438 -3.251 2.014
C -1.158 -1.358 -1.615
C -0.762 0.654 -0.313
C -0.263 1.515 0.685
C -1.129 -0.596 -2.771
C -0.155 1.232 2.145
H -1.233 -0.986 -3.774
H 0.055 0.184 2.293
H -1.077 -1.239 0.558
H 1.831 -2.872 4.087
H -0.912 1.392 -3.625
H -0.246 3.495 -1.795
H 2.300 -4.549 3.673
H 2.961 -4.057 1.488
H 3.515 -3.306 3.906
H -1.080 1.486 2.663
H 0.220 3.711 0.503
H 2.845 -2.292 1.692
H 1.416 -3.286 1.644
H 0.664 1.824 2.550
H -1.456 -2.391 -1.628

Computed properties:
- Multiplicity: 2
- DFT total energy: -482.62632 Eh
- HOMO energy (spin up / spin down): -12.94 / -13.70 eV
- Lowest unoccupied orbital energy (spin up / spin down): -0.1359 / -0.2524 Eh
- Orbital gap (spin up / spin down): 9.24 / 6.83 eV
- Energy above the lowest of the compared OMol25 structures with the same formula, charge and spin: 26.6 kJ/mol
- Total charge: +1

(10)
ORCA calculation (the ωB97M-V functional and the def2-TZVPD basis) on the molecule CHF3N2S at a distorted geometry.

Geometry (Å):
S -1.897 1.249 1.798
F -4.206 0.278 2.627
F -2.927 -1.267 1.832
F -2.569 -0.560 3.718
N -0.863 -0.184 0.606
N 0.052 0.288 0.024
C -2.972 -0.142 2.509
H 0.771 -0.194 -0.522

Computed properties:
- DFT total energy: -845.91266 Eh
- HOMO energy (spin up / spin down): -9.37 / -9.37 eV
- Lowest unoccupied orbital energy (spin up / spin down): -0.0291 / -0.0290 Eh
- Orbital gap (spin up / spin down): 8.58 / 8.58 eV
- SMILES: [H]/N=N/SC(F)(F)F
- Energy above the lowest of the compared OMol25 structures with the same formula, charge and spin: 346.4 kJ/mol
- Total charge: 0